Model A:
Computed, not measured: a cluster of 2 separate species, C2H3NO2S in total, with ωB97M-V/def2-TZVPD.

Element x y z (Å)
C -0.236 -2.060 1.172
C 0.161 -0.949 0.907
N -0.850 1.094 -1.689
O 1.819 0.953 0.207
O -0.079 1.419 1.778
S 0.472 0.738 0.650
H -0.624 -3.059 1.004
H -0.149 1.799 -2.203
H -0.514 0.065 -1.826

Values from the calculation:
Expectation value of S²: 2.01
LUMO energy (alpha / beta) in eV: 0.529 / -2.708
HOMO-LUMO gap (alpha / beta) in eV: 9.72 / 8.56
2S+1: 3

Model B:
Computed, not measured: the molecule C2H3NO2S, with ωB97M-V/def2-TZVPD.

Element x y z (Å)
C -2.182 -0.778 -0.099
C 1.466 0.042 0.232
N -3.286 -1.091 0.040
O -0.985 -0.597 -0.307
O -0.367 1.909 -0.072
S 0.054 0.736 -0.745
H 1.672 0.261 1.273
H 2.176 0.576 -0.422
H 1.451 -1.057 0.100

Values from the calculation:
Expectation value of S²: 2.01
LUMO energy (alpha / beta) in eV: 0.461 / -3.988
HOMO-LUMO gap (alpha / beta) in eV: 6.86 / 6.49
2S+1: 3

Computed energies relative to the best structure, in hartree: model A 0.0021; model B 0.0000

Model A:
Computed, not measured: a cluster of 10 separate species, C40H110N10O10 in total, with ωB97M-V/def2-TZVPD.

Element x y z (Å)
C -1.408 -1.825 -0.014
C -1.409 -0.319 -0.151
C -0.393 0.344 0.795
O -0.662 0.079 2.151
C 0.453 0.346 2.966
N -1.141 0.038 -1.551
H -0.393 -2.228 -0.114
H -2.083 -2.334 -0.697
H -1.684 -2.057 1.021
H -2.412 0.021 0.127
H -0.384 1.418 0.584
H 0.581 -0.089 0.527
H 0.190 0.115 4.002
H 0.803 1.376 2.899
H 1.248 -0.395 2.804
H -1.462 0.983 -1.758
H -0.124 0.116 -1.647
C 3.145 -4.586 -6.555
C 1.869 -3.869 -6.117
C 2.083 -3.193 -4.773
O 0.910 -2.510 -4.387
C 1.055 -1.880 -3.143
N 1.504 -2.908 -7.165
H 3.822 -3.792 -6.873
H 2.963 -5.281 -7.375
H 3.630 -5.181 -5.778
H 1.058 -4.603 -6.017
H 2.931 -2.501 -4.884
H 2.417 -3.894 -4.001
H 0.079 -1.493 -2.836
H 1.748 -1.034 -3.157
H 1.290 -2.586 -2.335
H 0.813 -2.245 -6.823
H 0.992 -3.461 -7.848
C -5.387 1.608 -4.335
C -3.965 1.598 -3.761
C -3.899 2.603 -2.628
O -2.562 2.705 -2.118
C -2.559 3.459 -0.926
N -3.731 0.245 -3.246
H -6.006 1.109 -3.583
H -5.502 1.067 -5.273
H -5.799 2.612 -4.453
H -3.292 1.831 -4.594
H -4.588 2.302 -1.832
H -4.128 3.626 -2.947
H -2.912 4.474 -1.162
H -1.543 3.547 -0.550
H -3.231 3.105 -0.136
H -2.789 0.155 -2.840
H -3.688 -0.442 -3.995
C -6.000 -4.074 -1.749
C -6.417 -2.648 -2.096
C -5.710 -1.659 -1.205
O -6.133 -1.885 0.130
C -5.322 -1.251 1.089
N -5.946 -2.433 -3.498
H -6.343 -4.239 -0.715
H -4.929 -4.088 -1.509
H -6.357 -4.913 -2.335
H -7.497 -2.509 -2.017
H -5.950 -0.629 -1.500
H -4.627 -1.759 -1.358
H -4.366 -1.786 1.120
H -5.781 -1.331 2.073
H -5.111 -0.189 0.923
H -5.717 -1.447 -3.601
H -5.070 -2.956 -3.579
C 2.271 -4.047 3.319
C 3.614 -3.861 2.621
C 3.503 -3.123 1.282
O 2.907 -3.962 0.316
C 1.558 -3.677 0.012
N 4.458 -3.010 3.519
H 2.365 -4.513 4.303
H 1.674 -4.771 2.760
H 1.757 -3.096 3.446
H 4.220 -4.761 2.504
H 4.527 -2.947 0.933
H 3.046 -2.132 1.378
H 0.813 -4.117 0.689
H 1.317 -4.187 -0.922
H 1.410 -2.596 -0.020
H 4.473 -3.389 4.458
H 5.401 -3.079 3.144
C -1.753 -4.154 -3.113
C -2.528 -4.732 -4.290
C -3.274 -6.015 -3.982
O -2.412 -7.122 -3.837
C -1.810 -7.557 -5.036
N -3.497 -3.667 -4.663
H -1.186 -3.263 -3.396
H -1.015 -4.864 -2.735
H -2.366 -3.723 -2.318
H -1.886 -4.810 -5.175
H -4.011 -6.193 -4.777
H -3.862 -5.932 -3.070
H -1.268 -8.485 -4.904
H -1.086 -6.789 -5.348
H -2.511 -7.567 -5.878
H -2.962 -2.829 -4.865
H -3.966 -3.927 -5.527
C 4.085 2.291 2.759
C 4.243 0.798 2.474
C 5.593 0.437 1.861
O 5.815 1.156 0.662
C 6.629 0.440 -0.240
N 3.965 0.043 3.698
H 4.725 2.669 3.553
H 3.022 2.482 2.907
H 4.284 2.899 1.873
H 3.492 0.485 1.743
H 5.572 -0.641 1.652
H 6.436 0.612 2.543
H 6.804 1.012 -1.149
H 6.104 -0.473 -0.555
H 7.572 0.157 0.237
H 4.625 0.250 4.444
H 4.133 -0.951 3.496
C -1.306 5.096 7.743
C -1.894 3.679 7.731
C -0.858 2.565 7.837
O -0.046 2.507 6.691
C 0.977 1.529 6.758
N -2.939 3.574 8.737
H -0.619 5.269 6.911
H -0.719 5.204 8.658
H -2.065 5.866 7.619
H -2.242 3.528 6.702
H -1.400 1.620 7.978
H -0.175 2.700 8.694
H 1.491 1.477 5.802
H 0.581 0.573 7.102
H 1.724 1.911 7.467
H -3.436 2.705 8.568
H -2.584 3.533 9.685
C 2.079 3.110 0.045
C 2.744 2.932 -1.286
C 1.970 2.007 -2.228
O 1.782 0.710 -1.712
C 2.951 -0.046 -1.519
N 2.855 4.258 -1.925
H 2.624 3.779 0.712
H 1.921 2.171 0.582
H 1.086 3.555 -0.067
H 3.781 2.591 -1.161
H 2.428 1.949 -3.223
H 0.976 2.452 -2.338
H 3.628 0.502 -0.851
H 3.523 -0.244 -2.432
H 2.727 -0.989 -1.025
H 3.631 4.758 -1.489
H 3.273 4.148 -2.853
C 0.765 8.735 2.151
C 1.487 7.397 2.274
C 0.657 6.355 3.031
O 1.465 5.217 3.195
C 0.856 4.246 4.005
N 1.638 6.877 0.908
H -0.247 8.720 1.745
H 1.330 9.442 1.539
H 0.716 9.246 3.122
H 2.417 7.603 2.812
H -0.327 6.230 2.569
H 0.472 6.803 4.019
H -0.167 4.068 3.644
H 0.661 4.620 5.024
H 1.445 3.348 4.166
H 1.638 5.861 0.944
H 2.531 7.100 0.481

Values from the calculation:
LUMO energy in eV: 0.451
SMILES: COC[C@H](C)N.COC[C@H](C)N.COC[C@H](C)N.COC[C@H](C)N.COC[C@H](C)N.COC[C@H](C)N.COC[C@H](C)N.COC[C@H](C)N.COC[C@H](C)N.COC[C@H](C)N
HOMO-LUMO gap in eV: 8.85

Model B:
Computed, not measured: a cluster of 10 separate species, C40H110N10O10 in total, with ωB97M-V/def2-TZVPD.

Element x y z (Å)
C -24.078 8.855 -9.938
C -25.525 9.115 -10.556
C -26.189 10.371 -10.065
O -27.472 10.517 -10.470
C -28.071 11.734 -10.097
N -25.382 8.975 -11.961
H -23.416 9.721 -9.961
H -23.597 8.021 -10.451
H -24.252 8.593 -8.895
H -26.190 8.321 -10.216
H -25.621 11.197 -10.493
H -26.136 10.416 -8.977
H -28.241 11.902 -9.033
H -29.055 11.629 -10.553
H -27.525 12.531 -10.602
H -25.151 9.875 -12.357
H -26.294 8.640 -12.238
C -23.862 9.986 -17.118
C -24.486 11.169 -16.435
C -25.537 10.815 -15.357
O -25.946 12.094 -14.856
C -26.893 12.148 -13.772
N -23.456 12.157 -16.034
H -23.671 9.228 -16.358
H -22.920 10.229 -17.610
H -24.566 9.493 -17.789
H -25.056 11.735 -17.172
H -25.067 10.177 -14.609
H -26.267 10.159 -15.831
H -27.659 11.389 -13.930
H -27.374 13.116 -13.631
H -26.441 11.763 -12.857
H -23.840 12.961 -15.557
H -22.971 12.473 -16.861
C -24.015 15.037 -13.036
C -23.339 14.209 -11.952
C -24.275 14.040 -10.741
O -23.773 13.050 -9.806
C -24.071 13.295 -8.405
N -22.740 13.072 -12.565
H -24.915 14.486 -13.309
H -23.459 15.132 -13.969
H -24.427 15.974 -12.663
H -22.515 14.789 -11.536
H -25.175 13.687 -11.244
H -24.493 15.000 -10.274
H -25.006 13.831 -8.243
H -23.254 13.880 -7.984
H -24.077 12.336 -7.887
H -23.443 12.752 -13.216
H -22.777 12.380 -11.830
C -33.864 17.462 -11.264
C -33.252 16.118 -10.894
C -31.735 15.994 -11.178
O -31.264 14.658 -10.962
C -30.166 14.396 -11.854
N -33.638 15.703 -9.548
H -33.496 18.322 -10.704
H -34.948 17.474 -11.156
H -33.545 17.736 -12.269
H -33.670 15.447 -11.644
H -31.100 16.696 -10.638
H -31.644 16.243 -12.235
H -29.275 14.950 -11.559
H -30.455 14.517 -12.898
H -29.651 13.438 -11.783
H -33.121 14.836 -9.545
H -34.614 15.471 -9.664
C -29.505 7.265 -14.188
C -28.773 8.378 -13.431
C -29.613 9.680 -13.304
O -29.864 10.164 -14.604
C -30.853 11.212 -14.666
N -28.280 7.860 -12.104
H -29.853 7.591 -15.168
H -30.294 6.720 -13.671
H -28.762 6.474 -14.290
H -27.858 8.542 -14.000
H -29.158 10.429 -12.657
H -30.561 9.431 -12.827
H -31.766 10.749 -14.293
H -31.038 11.430 -15.717
H -30.591 12.097 -14.085
H -28.847 7.299 -11.485
H -27.869 8.526 -11.466
C -23.593 16.632 -18.647
C -23.484 15.184 -18.149
C -22.526 14.406 -19.100
O -22.256 13.096 -18.581
C -21.146 12.511 -19.142
N -23.043 15.252 -16.771
H -23.692 16.751 -19.726
H -22.688 17.201 -18.436
H -24.472 17.129 -18.236
H -24.388 14.577 -18.180
H -21.622 15.005 -19.214
H -22.959 14.400 -20.101
H -20.923 11.467 -18.923
H -20.340 13.131 -18.750
H -21.003 12.674 -20.211
H -22.633 14.330 -16.723
H -22.235 15.857 -16.765
C -22.494 6.998 -22.439
C -22.721 8.362 -23.229
C -23.787 9.263 -22.746
O -23.411 9.908 -21.563
C -24.520 10.720 -21.060
N -21.406 8.908 -23.460
H -21.492 6.638 -22.672
H -23.236 6.210 -22.566
H -22.498 7.250 -21.379
H -23.043 8.059 -24.225
H -24.697 8.668 -22.674
H -24.007 10.012 -23.507
H -25.093 11.378 -21.714
H -23.934 11.325 -20.368
H -25.248 10.091 -20.547
H -20.951 8.745 -22.573
H -21.431 9.907 -23.602
C -26.705 17.179 -15.859
C -27.143 16.337 -17.029
C -27.429 14.912 -16.611
O -27.879 14.015 -17.686
C -28.108 12.675 -17.250
N -28.286 16.890 -17.679
H -25.750 16.844 -15.453
H -27.421 17.212 -15.038
H -26.648 18.246 -16.077
H -26.305 16.307 -17.725
H -28.101 14.810 -15.758
H -26.517 14.427 -16.263
H -29.038 12.528 -16.700
H -27.316 12.408 -16.551
H -28.120 11.847 -17.959
H -28.973 16.911 -16.939
H -28.587 16.187 -18.338
C -21.994 9.852 -14.030
C -20.667 10.270 -13.415
C -19.537 9.183 -13.601
O -18.622 9.174 -12.523
C -17.395 8.597 -12.718
N -20.404 11.594 -13.975
H -22.816 10.542 -13.839
H -22.310 8.939 -13.524
H -21.936 9.596 -15.088
H -20.875 10.387 -12.352
H -19.128 9.372 -14.594
H -19.904 8.164 -13.729
H -17.405 7.509 -12.648
H -16.763 8.916 -11.888
H -16.877 8.962 -13.605
H -20.723 11.490 -14.928
H -21.118 12.227 -13.645
C -20.895 7.798 -17.141
C -20.087 6.499 -17.294
C -18.880 6.317 -16.286
O -17.721 7.049 -16.713
C -16.573 6.728 -15.933
N -21.048 5.434 -17.100
H -20.293 8.703 -17.062
H -21.487 7.715 -16.230
H -21.668 8.140 -17.829
H -19.881 6.408 -18.360
H -18.649 5.256 -16.190
H -19.339 6.624 -15.346
H -16.611 6.058 -15.074
H -16.059 7.645 -15.643
H -15.947 6.139 -16.602
H -21.778 5.591 -17.781
H -20.654 4.533 -17.330

Values from the calculation:
LUMO energy in eV: 0.396
SMILES: COC[C@H](C)N.COC[C@H](C)N.COC[C@H](C)N.COC[C@H](C)N.COC[C@H](C)N.COC[C@H](C)N.COC[C@H](C)N.COC[C@H](C)N.COC[C@H](C)N.COC[C@H](C)N
HOMO-LUMO gap in eV: 8.68

Computed energies relative to the best structure, in hartree: model A 0.0000; model B 0.1438